The following is a quantum chemistry calculation of C17H17N6O3SV as an isolated structure, from the OMol25 dataset.

Properties
Lowest unoccupied orbital energy (spin up / spin down) in Ha: -0.0510 / -0.0518
2S+1: 3

Last column: Mulliken spin population.
Atoms and positions in Å:
V -1.717144 0.432804 -1.023505  2.09
N -2.966437 -1.160201 -0.330867  -0.02
C -3.303744 -2.014777 -1.506595  -0.02
C -3.519185 -1.124689 -2.734946  0.03
O -4.270992 -1.464738 -3.635108  0.02
N -2.796849 -0.000784 -2.629889  -0.02
C -2.979548 1.077133 -3.575359  0.01
C -2.603970 2.369314 -2.860668  0.01
O -2.792293 3.466623 -3.302751  0.00
O -2.031095 2.153149 -1.655389  -0.03
H -3.822587 -0.771238 0.057745  0.00
H -2.545911 -1.714703 0.409296  0.01
H -2.451578 -2.669013 -1.692478  0.00
H -4.186464 -2.626552 -1.331850  0.00
H -2.331193 0.977239 -4.451864  -0.01
H -4.004571 1.140026 -3.943336  0.00
S 0.338715 -0.499052 -1.445112  -0.08
C 1.086525 -0.129226 0.105465  0.02
N 2.313332 -0.421227 0.423997  0.00
N 3.064634 -1.005904 -0.462739  0.00
C 4.401306 -1.343163 -0.185360  0.00
C 4.974444 -1.070596 1.050655  0.00
C 6.295376 -1.426044 1.270291  0.00
C 7.041626 -2.045049 0.276497  0.00
C 6.456693 -2.310275 -0.953265  0.00
C 5.136961 -1.961693 -1.189261  0.00
N 0.410668 0.491944 1.133107  0.03
N -0.761220 0.846626 0.855276  -0.04
C -1.488822 1.438946 1.935503  0.00
C -1.231991 1.103022 3.260342  0.00
C -1.998732 1.673343 4.261571  0.00
C -3.011354 2.572306 3.945621  0.00
C -3.257545 2.902751 2.621333  0.01
C -2.500204 2.334053 1.607406  0.01
H 2.685743 -1.204131 -1.384338  0.00
H 4.387149 -0.586236 1.816791  0.00
H 6.745858 -1.214421 2.231224  0.00
H 8.072260 -2.317643 0.458679  0.00
H 7.028214 -2.790941 -1.736185  0.00
H 4.677804 -2.166927 -2.149263  0.00
H -0.440582 0.402298 3.487390  0.00
H -1.808087 1.413794 5.294580  0.00
H -3.606178 3.015767 4.733107  0.00
H -4.034134 3.613636 2.372511  0.00
H -2.654897 2.614452 0.571740  -0.03

Forces on the atoms, in the same order (eV/Å):
V 0.09 0.18 -0.18
N -0.02 -0.06 0.03
C 0.05 -0.01 0.00
C 0.04 0.03 0.05
O -0.01 -0.02 0.00
N -0.10 -0.02 -0.10
C 0.05 -0.03 0.03
C 0.03 -0.10 0.13
O 0.03 0.03 -0.03
O -0.06 0.07 -0.03
H 0.00 0.00 0.01
H 0.01 0.00 0.01
H -0.01 -0.02 -0.01
H -0.02 0.02 0.00
H -0.02 0.01 -0.02
H -0.01 0.01 0.01
S 0.00 -0.05 0.00
C 0.15 -0.08 0.01
N -0.09 0.03 0.03
N 0.07 -0.02 -0.02
C -0.10 0.03 -0.03
C 0.02 -0.01 0.00
C -0.01 0.00 0.00
C 0.01 0.00 0.00
C -0.02 0.00 -0.01
C 0.04 -0.01 0.01
N -0.06 0.06 -0.03
N -0.08 -0.02 0.15
C 0.03 -0.03 -0.05
C 0.02 -0.01 0.01
C -0.01 0.01 0.00
C 0.01 -0.01 -0.01
C -0.01 0.01 -0.01
C 0.00 -0.01 0.01
H 0.00 0.00 0.00
H 0.00 0.00 0.00
H 0.00 0.00 0.00
H 0.00 0.00 0.00
H 0.00 0.00 0.00
H 0.00 0.00 0.00
H 0.00 0.00 0.00
H 0.00 0.00 0.00
H 0.00 0.00 0.00
H 0.00 0.00 0.00
H -0.01 0.01 0.00



The following is a quantum chemistry calculation of C2H4ClI as an isolated structure at a distorted geometry, from the OMol25 dataset.

Properties
Lowest unoccupied orbital energy (spin up / spin down) in Ha: -0.0115 / 0.0030

Last column: Löwdin charge in e.
Atoms and positions in Å:
C 1.264772 0.425654 0.461748  0.07
C -0.984185 -0.370889 -0.424858  -1.26
Cl -1.022583 -2.042034 0.034549  0.48
I -2.618299 0.764984 0.031348  0.78
H 1.291281 -0.642501 0.411361  -0.03
H 1.193157 0.997934 1.311035  -0.03
H 1.294551 0.939239 -0.496674  0.00
H -0.418694 -0.072388 -1.328509  -0.01

Forces on the atoms, in the same order (eV/Å):
C -1.25 -0.97 -2.93
C 1.51 0.32 -0.02
Cl 0.06 0.46 -0.38
I -0.25 0.21 0.04
H 0.50 -0.20 0.45
H -0.14 0.90 1.94
H 0.38 0.01 0.34
H -0.82 -0.72 0.55



The following is a quantum chemistry calculation of one molecule with the formula C6H11N at a distorted geometry, from the OMol25 dataset.

Properties
Lowest unoccupied orbital energy in Ha: 0.0342
Structure (SMILES): CCC[C@@H](C)C#N

Last column: Löwdin charge in e.
Atoms and positions in Å:
C -2.438124 -0.375919 -0.846263  -0.12
C -1.360285 0.471502 -0.175779  -0.26
C 0.079471 0.076124 -0.562828  -0.18
C 1.001142 -0.211810 0.639094  -0.37
C 2.472634 -0.341619 0.229653  -0.07
C 0.858817 0.830572 1.670649  -0.22
N 0.734013 1.648937 2.479137  0.16
H -3.435456 -0.062553 -0.520015  0.07
H -2.399342 -0.290590 -1.937935  0.07
H -2.319737 -1.434998 -0.588095  0.07
H -1.522658 1.527922 -0.416297  0.11
H -1.483750 0.400550 0.911546  0.10
H 0.074149 -0.830946 -1.182009  0.12
H 0.543895 0.860591 -1.172593  0.12
H 0.672453 -1.150099 1.106201  0.15
H 2.583359 -1.116060 -0.535906  0.08
H 2.837810 0.604495 -0.183166  0.09
H 3.101602 -0.606093 1.084601  0.08

Forces on the atoms, in the same order (eV/Å):
C -0.03 -0.04 -0.04
C -0.02 0.05 0.06
C 0.02 0.01 -0.05
C -0.02 -0.03 0.00
C 0.09 -0.02 -0.03
C -0.11 0.70 0.68
N 0.16 -0.76 -0.77
H 0.14 -0.06 -0.07
H 0.01 -0.01 0.14
H -0.01 0.14 -0.05
H 0.02 -0.14 0.05
H 0.03 -0.01 -0.13
H -0.01 0.14 0.10
H -0.07 -0.09 0.10
H 0.03 0.14 -0.02
H -0.05 0.10 0.11
H -0.06 -0.14 0.05
H -0.10 0.04 -0.12



The following is a quantum chemistry calculation of C25H18AsBCoF4NO4S as an isolated structure, from the OMol25 dataset.

Properties
Lowest unoccupied orbital energy (spin up / spin down) in Ha: -0.0373 / -0.0372

Last column: Löwdin charge in e.
Atoms and positions in Å:
Co -0.000256 -0.796573 0.370098  0.22
S -1.881376 -0.563116 -0.717185  0.78
C -2.803688 -1.990512 -0.183642  -0.63
C -3.726007 -2.611600 -1.017272  -0.10
C -4.465233 -3.687269 -0.543874  -0.08
C -4.286835 -4.173700 0.746018  -0.08
C -3.362872 -3.561861 1.584331  -0.09
C -2.640212 -2.479670 1.117939  -0.39
As -1.379851 -1.425811 2.100453  1.39
C -0.611515 -2.525912 3.489419  -0.33
C -1.082061 -2.453401 4.794614  -0.09
C -0.538036 -3.274801 5.769389  -0.07
C 0.478088 -4.165533 5.443755  -0.07
C 0.949496 -4.233221 4.137895  -0.07
C 0.406598 -3.414703 3.161310  -0.09
C -2.411119 -0.078974 3.012810  -0.34
C -1.766553 0.813507 3.861930  -0.10
C -2.503039 1.787151 4.518634  -0.07
C -3.877172 1.867773 4.326816  -0.08
C -4.516298 0.974357 3.478806  -0.07
C -3.785010 -0.002620 2.818756  -0.08
H -3.854219 -2.257578 -2.033095  0.11
H -5.181732 -4.162630 -1.202847  0.11
H -4.856974 -5.026852 1.089121  0.10
H -3.199189 -3.925443 2.591922  0.11
H -1.866293 -1.752844 5.053775  0.10
H -0.904485 -3.216986 6.786729  0.11
H 0.906945 -4.803342 6.206332  0.11
H 1.746719 -4.920349 3.882792  0.11
H 0.776048 -3.457973 2.142594  0.09
H -0.698050 0.753399 4.004206  0.10
H -2.001358 2.486312 5.175747  0.11
H -4.451975 2.630683 4.838302  0.11
H -5.586662 1.038396 3.325202  0.11
H -4.280304 -0.694854 2.148693  0.10
O 0.442212 -2.539179 -0.068978  -0.09
C 1.397139 -2.111506 -0.842089  -0.50
O 1.414186 -0.879842 -1.063482  0.05
C 2.390028 -3.072783 -1.353443  -0.10
C 2.188899 -4.440540 -1.227527  0.01
C 3.141398 -5.322125 -1.713671  -0.04
C 4.292577 -4.838003 -2.312539  0.01
C 4.473424 -3.471016 -2.426987  -0.12
C 3.533702 -2.570564 -1.960765  0.09
N 5.698096 -2.961996 -3.063112  -0.35
O 5.789416 -1.763691 -3.232789  0.09
O 6.536546 -3.777061 -3.399631  0.08
H 1.285641 -4.802109 -0.752353  0.13
H 2.988016 -6.388894 -1.626377  0.11
H 5.056026 -5.500907 -2.694357  0.12
H 3.686156 -1.505533 -2.060493  0.14
F 1.584550 -0.610934 1.667046  0.04
B 1.555742 0.880482 1.613303  -1.12
F 0.261062 1.044795 0.863479  0.00
F 2.581527 1.371118 0.893570  0.22
F 1.427144 1.380614 2.873613  0.19

Forces on the atoms, in the same order (eV/Å):
Co 0.35 0.06 0.91
S -0.03 -0.39 -0.20
C 0.16 0.12 0.10
C -0.02 0.04 -0.03
C -0.02 -0.05 -0.01
C 0.02 0.03 -0.05
C -0.01 -0.08 0.03
C 0.04 0.26 -0.16
As -0.15 0.05 0.00
C -0.03 0.05 -0.11
C -0.10 0.10 -0.02
C 0.12 -0.14 0.08
C -0.06 0.08 -0.06
C -0.01 -0.03 0.11
C 0.06 0.02 -0.20
C -0.01 -0.14 -0.02
C -0.04 0.00 -0.03
C -0.05 0.03 0.01
C 0.02 0.00 0.01
C -0.03 0.02 0.00
C 0.02 -0.01 -0.06
H -0.01 -0.01 0.04
H 0.02 -0.01 0.03
H 0.01 0.02 0.01
H -0.03 -0.02 0.01
H 0.00 -0.02 0.01
H 0.01 0.00 -0.03
H -0.02 0.02 -0.01
H -0.02 0.02 0.00
H 0.00 -0.01 0.06
H 0.15 0.05 0.02
H -0.01 -0.02 -0.02
H 0.04 -0.03 -0.02
H 0.04 0.00 0.01
H -0.01 0.01 0.02
O 0.35 -0.25 -0.47
C -0.78 -0.15 0.41
O 0.05 -0.18 -0.22
C 0.17 0.27 -0.20
C -0.04 -0.08 0.05
C -0.05 0.00 0.02
C 0.19 -0.08 -0.08
C -0.32 0.02 0.21
C 0.14 -0.02 -0.09
N 0.22 0.08 -0.29
O -0.05 -0.13 0.11
O -0.12 0.06 0.11
H 0.03 0.02 -0.02
H 0.01 0.01 0.00
H -0.03 0.00 0.01
H -0.01 0.01 0.01
F 0.00 0.49 -0.20
B -0.06 -0.17 0.20
F 0.14 0.33 0.24
F -0.10 -0.11 -0.02
F -0.14 -0.15 -0.20



The following is a quantum chemistry calculation of one molecule with the formula C3H6O, from the OMol25 dataset.

Properties
Lowest unoccupied orbital energy in Ha: 0.0351
Structure (SMILES): CC(C)=O

Last column: Löwdin charge in e.
Atoms and positions in Å:
C -1.375302 0.014633 0.155604  -0.03
C 0.087356 0.194915 0.536515  -0.48
O 0.313593 0.930890 1.472650  0.05
C 1.268143 -0.240563 -0.336531  -0.02
H -1.749089 1.037718 0.026780  0.09
H -1.539002 -0.549511 -0.761799  0.07
H -1.960208 -0.407286 0.984962  0.09
H 1.206879 -1.148617 -0.947927  0.07
H 1.376080 0.611846 -1.017792  0.09
H 2.187058 -0.273036 0.259373  0.08

Forces on the atoms, in the same order (eV/Å):
C 0.06 -0.02 -0.16
C 0.09 0.61 0.14
O 0.21 -0.43 0.10
C -0.04 0.10 -0.01
H -0.01 -0.22 -0.10
H 0.00 -0.07 0.08
H 0.37 -0.03 -0.22
H -0.43 0.18 0.29
H 0.09 -0.15 -0.13
H -0.35 0.03 0.02



The following is a quantum chemistry calculation of a 2-piece molecular cluster, C4H12 overall at a distorted geometry, from the OMol25 dataset.

Properties
Lowest unoccupied orbital energy in Ha: 0.0383
Structure (SMILES): CC.CC

Last column: Löwdin charge in e.
Atoms and positions in Å:
C -1.240892 -2.326967 0.302808  -0.17
C -1.576191 -2.160071 -1.185073  -0.17
H -0.772019 -3.293293 0.498299  0.06
H -0.562732 -1.534670 0.614981  0.05
H -2.085844 -2.291192 0.989808  0.06
H -1.086366 -2.824744 -1.884134  0.06
H -1.440013 -1.103154 -1.423390  0.05
H -2.660111 -2.245580 -1.320662  0.06
C 0.842954 2.600765 0.093889  -0.17
C 2.014245 1.837443 0.746372  -0.17
H 0.563504 2.286451 -0.908540  0.06
H -0.094130 2.595985 0.640916  0.05
H 1.186088 3.633546 0.052718  0.05
H 1.834724 1.530135 1.777677  0.06
H 2.157247 0.863378 0.274048  0.05
H 2.919536 2.431968 0.730284  0.06

Forces on the atoms, in the same order (eV/Å):
C 0.48 -0.47 0.03
C -1.45 0.99 0.69
H 0.16 0.09 0.01
H 0.19 -0.15 0.12
H -0.26 0.15 -0.31
H 0.30 0.04 0.05
H 0.49 -0.17 -0.46
H 0.10 -0.48 -0.13
C 0.41 0.49 0.33
C -0.80 -0.96 -0.02
H 0.42 -0.14 -0.15
H 0.03 -0.14 0.41
H -0.45 0.21 -0.27
H -0.19 0.49 0.16
H 0.36 0.20 -0.33
H 0.21 -0.15 -0.15



The following is a quantum chemistry calculation of one molecule with the formula C5H8O at a distorted geometry, from the OMol25 dataset.

Properties
Lowest unoccupied orbital energy in Ha: 0.0422
Structure (SMILES): C[C@]12CC[C@H]1O2

Last column: Löwdin charge in e.
Atoms and positions in Å:
C 0.792072 -1.725401 -0.264018  0.00
C 0.273028 -0.326406 -0.274552  -0.46
C -0.535928 0.134783 0.909660  -0.12
C -0.708366 1.525655 0.255046  -0.10
C -0.159088 0.903395 -1.054661  -0.16
O 1.209540 0.653875 -0.725066  -0.01
H -0.007050 -2.441577 -0.044370  0.08
H 1.405387 -1.644335 0.650983  0.10
H 1.435737 -2.033844 -1.089798  0.09
H -1.480762 -0.427641 0.888023  0.12
H -0.096854 0.033442 1.908729  0.11
H -1.720097 1.928171 0.245365  0.10
H 0.040239 2.215015 0.664724  0.11
H -0.447859 1.204869 -2.070064  0.14

Forces on the atoms, in the same order (eV/Å):
C -0.07 0.11 0.36
C -0.19 0.08 -0.99
C -0.17 0.15 0.57
C 0.08 -0.27 -0.13
C 0.01 -0.03 0.32
O 0.08 0.32 0.38
H 0.20 0.03 -0.26
H 0.11 -0.56 -0.31
H -0.32 0.14 -0.01
H 0.20 0.19 0.04
H 0.05 0.20 -0.10
H 0.11 0.04 0.02
H -0.45 0.17 -0.25
H 0.37 -0.57 0.35



The following is a quantum chemistry calculation of one molecule with the formula C6H13N at a distorted geometry, from the OMol25 dataset.

Properties
Lowest unoccupied orbital energy in Ha: 0.0391
Structure (SMILES): C/C=C/CCCN

Last column: Löwdin charge in e.
Atoms and positions in Å:
C 1.586412 -0.366398 -0.178658  -0.23
C 0.613557 -0.559006 -1.397954  -0.20
C -0.813054 -1.014817 -0.974522  -0.21
C -1.178548 2.156921 1.143545  -0.15
C -1.587835 1.150816 0.160194  -0.21
C -1.283111 -0.147483 0.165504  -0.16
N 1.594595 -1.686692 0.570550  -0.02
H 2.635710 -0.348613 -0.605152  0.11
H 1.326841 0.448414 0.544513  0.10
H 0.743976 0.265838 -2.068133  0.09
H 0.913527 -1.381887 -2.044832  0.10
H -1.697916 -0.997257 -1.631830  0.11
H -0.654034 -2.028829 -0.684883  0.08
H -0.405538 1.896569 1.887891  0.06
H -0.633543 3.025800 0.750317  0.08
H -1.982316 2.350314 1.902972  0.09
H -2.232338 1.601321 -0.598134  0.10
H -1.215417 -0.701892 1.231590  0.15
H 1.844959 -1.463215 1.524734  0.05
H 2.424075 -2.199903 0.302291  0.05

Forces on the atoms, in the same order (eV/Å):
C 0.59 -2.28 -0.87
C -0.17 -0.38 0.27
C -1.32 1.45 0.25
C 0.05 0.26 3.53
C -0.41 -0.08 -0.85
C 0.69 -1.73 3.24
N 0.16 0.85 0.52
H -1.15 1.17 0.41
H 0.28 -0.56 -1.08
H -0.68 1.04 -0.15
H 0.80 -0.31 0.28
H 0.99 0.00 -1.06
H -0.31 -0.66 0.57
H 0.04 -1.12 -0.48
H -1.15 0.17 -0.46
H 0.20 0.91 -1.05
H 0.93 -0.19 -0.92
H 0.88 1.68 -2.08
H -0.37 -0.01 0.41
H -0.07 -0.21 -0.50



So what do the calculations give for relative energy (zero: lowest compared OMol25 entry of this formula, charge and spin)? Going down the list: 0.00 84.66 4.41 0.00 5.10 9.55 58.67 63.31 kcal per mole.
So what do the calculations give for electronic energy? Going down the list: -69512.5231 -22758.0584 -7890.3401 -156748.7164 -5255.4730 -4342.1141 -7359.7112 -7920.0878 eV.